Entry 1:
Below is a 6-piece molecular cluster, C35H80NO7 overall, with properties calculated with ωB97M-V/def2-TZVPD.

Its energy above the lowest of the compared OMol25 structures with the same formula, charge and spin is 23.09 kcal per mole. The total charge is -1. Its HOMO-LUMO gap is 5.85 eV. Its LUMO energy is 1.83 eV. As for the largest force on an atom: 1.756 eV/A. As for the calculated total energy: -1962.92263 Ha.

Each line ends with the Mulliken charge.
Atoms and positions in Å:
C (-1.247, -0.509, -1.543)  -0.50
C (-0.176, -1.675, -1.531)  -0.47
C (-0.853, -3.103, -1.516)  -0.26
C (-1.196, -3.534, -2.971)  -0.56
C (-2.227, -4.707, -3.078)  -1.00
C (-3.646, -4.383, -2.445)  0.70
C (-4.760, -4.105, -3.506)  -0.92
C (-4.816, -2.653, -4.089)  -1.05
C (-4.370, -1.527, -3.105)  2.12
C (-4.960, -0.124, -3.476)  -1.36
C (-5.940, 0.450, -2.392)  -0.40
C (-6.994, -0.594, -1.861)  -0.51
C (-7.036, -0.593, -0.290)  -0.91
C (-6.575, -1.942, 0.355)  0.17
N (-5.106, -2.084, 0.400)  -0.58
C (-7.295, -3.179, -0.256)  0.28
O (-8.528, -3.071, -0.401)  -0.77
O (-6.680, -4.230, -0.576)  -0.72
H (-2.271, -0.878, -1.325)  -0.13
H (-0.986, 0.216, -0.745)  0.41
H (-1.199, -0.014, -2.537)  0.20
H (0.412, -1.551, -0.603)  0.16
H (0.427, -1.600, -2.458)  0.28
H (-1.734, -3.004, -0.850)  0.19
H (-0.177, -3.847, -1.035)  0.25
H (-0.244, -3.910, -3.423)  0.36
H (-1.563, -2.702, -3.611)  0.34
H (-2.379, -5.090, -4.106)  0.32
H (-1.805, -5.541, -2.464)  0.35
H (-3.945, -5.326, -1.932)  0.34
H (-3.558, -3.625, -1.649)  -0.84
H (-5.723, -4.451, -3.075)  0.41
H (-4.552, -4.786, -4.370)  0.40
H (-5.886, -2.449, -4.332)  0.36
H (-4.200, -2.571, -5.011)  0.42
H (-3.262, -1.473, -3.152)  -0.46
H (-4.628, -1.840, -2.077)  -0.97
H (-5.432, -0.155, -4.480)  0.36
H (-4.091, 0.577, -3.519)  0.38
H (-5.315, 0.872, -1.571)  0.03
H (-6.428, 1.339, -2.859)  0.39
H (-6.885, -1.598, -2.307)  0.36
H (-7.986, -0.212, -2.195)  0.46
H (-6.467, 0.251, 0.156)  0.18
H (-8.094, -0.450, 0.023)  0.47
H (-6.906, -1.885, 1.423)  0.29
H (-4.798, -2.903, -0.125)  0.27
H (-4.629, -1.287, -0.016)  0.14
C (4.721, -1.722, -0.183)  -0.89
C (3.863, -2.499, 0.801)  -0.33
O (2.821, -3.235, 0.184)  -0.40
C (3.216, -4.239, -0.731)  -0.08
C (4.057, -5.338, -0.102)  -1.23
H (4.096, -1.107, -0.834)  0.25
H (5.420, -1.075, 0.350)  0.35
H (5.304, -2.388, -0.822)  0.27
H (3.380, -1.794, 1.479)  0.26
H (4.478, -3.158, 1.425)  0.28
H (3.731, -3.794, -1.590)  0.27
H (2.293, -4.678, -1.115)  0.27
H (5.035, -4.965, 0.211)  0.27
H (4.221, -6.147, -0.815)  0.41
H (3.561, -5.741, 0.784)  0.31
C (4.967, 0.655, -4.881)  -1.08
C (5.766, 1.093, -3.665)  -0.34
O (6.595, 0.074, -3.134)  -0.38
C (7.605, -0.425, -3.992)  -0.34
C (8.616, 0.627, -4.417)  -1.05
H (4.423, -0.267, -4.671)  0.30
H (4.254, 1.429, -5.167)  0.40
H (5.615, 0.466, -5.740)  0.27
H (5.072, 1.365, -2.867)  0.35
H (6.355, 1.991, -3.884)  0.31
H (7.158, -0.915, -4.864)  0.32
H (8.122, -1.204, -3.429)  0.31
H (8.164, 1.379, -5.068)  0.26
H (9.438, 0.164, -4.965)  0.39
H (9.019, 1.147, -3.546)  0.29
C (-3.571, 0.878, 2.997)  -1.10
C (-3.329, 1.922, 1.921)  -0.04
O (-4.474, 2.701, 1.616)  -0.39
C (-5.003, 3.474, 2.677)  -0.54
C (-4.032, 4.514, 3.212)  -0.89
H (-4.443, 0.268, 2.752)  0.23
H (-2.702, 0.226, 3.097)  0.39
H (-3.755, 1.339, 3.971)  0.35
H (-3.052, 1.415, 0.994)  0.12
H (-2.485, 2.570, 2.186)  0.26
H (-5.364, 2.824, 3.481)  0.33
H (-5.878, 3.985, 2.271)  0.34
H (-3.182, 4.047, 3.716)  0.20
H (-4.530, 5.166, 3.932)  0.47
H (-3.634, 5.125, 2.399)  0.27
C (7.768, 0.352, 3.091)  -1.08
C (6.324, 0.378, 3.563)  -0.39
O (5.772, -0.911, 3.767)  -0.36
C (6.396, -1.714, 4.752)  -0.34
C (6.342, -1.115, 6.147)  -1.08
H (7.877, -0.297, 2.221)  0.28
H (8.099, 1.358, 2.826)  0.40
H (8.438, -0.024, 3.868)  0.28
H (5.710, 0.852, 2.795)  0.36
H (6.217, 0.987, 4.467)  0.34
H (7.428, -1.943, 4.463)  0.32
H (5.856, -2.663, 4.755)  0.32
H (6.951, -0.211, 6.220)  0.26
H (6.717, -1.829, 6.883)  0.39
H (5.318, -0.842, 6.409)  0.31
C (-0.119, 7.657, 1.771)  -1.04
C (-0.975, 8.376, 2.800)  -0.30
O (-1.666, 7.500, 3.672)  -0.41
C (-0.866, 6.657, 4.483)  -0.18
C (0.040, 7.418, 5.436)  -1.23
H (-0.707, 6.906, 1.239)  0.26
H (0.284, 8.368, 1.048)  0.39
H (0.724, 7.143, 2.237)  0.27
H (-1.742, 8.953, 2.280)  0.32
H (-0.379, 9.095, 3.373)  0.32
H (-0.289, 5.964, 3.860)  0.31
H (-1.558, 6.048, 5.066)  0.30
H (0.816, 7.969, 4.900)  0.28
H (0.535, 6.729, 6.123)  0.40
H (-0.534, 8.143, 6.016)  0.31

***

Entry 2:
Below is a 5-piece molecular cluster, C20H42FNO7 overall, with properties calculated with ωB97M-V/def2-TZVPD.

Its SMILES is NCC1=C(CCCF)C(=O)OC1=O.CC(C)O.CC(C)O.CC(C)O.CC(C)O. The total charge is 0. Its HOMO-LUMO gap is 8.86 eV. Its LUMO energy is -0.79 eV. As for the largest force on an atom: 5.157 eV/A. As for the calculated total energy: -1468.43746 Ha.

Each line ends with the Mulliken charge.
Atoms and positions in Å:
N (3.559, 2.465, -0.242)  -0.58
C (2.160, 2.075, -0.549)  -0.48
C (1.323, 1.487, 0.665)  0.11
C (1.391, 1.678, 2.073)  0.09
C (2.457, 2.562, 2.851)  -0.11
C (2.986, 1.658, 4.114)  -0.56
C (2.228, 1.997, 5.478)  -0.19
F (3.039, 1.464, 6.576)  -0.33
C (0.103, 0.882, 2.582)  0.29
O (-0.164, 0.438, 3.714)  -0.50
O (-0.773, 0.824, 1.421)  -0.21
C (0.151, 0.428, 0.379)  0.28
O (0.026, -0.448, -0.487)  -0.55
H (4.092, 2.487, -1.128)  0.27
H (4.000, 1.815, 0.425)  0.20
H (2.204, 1.250, -1.354)  0.34
H (1.543, 2.926, -1.053)  0.30
H (3.394, 2.816, 2.258)  0.27
H (1.933, 3.506, 3.214)  0.31
H (4.094, 1.943, 4.270)  0.23
H (2.882, 0.543, 3.880)  0.35
H (1.213, 1.490, 5.563)  0.17
H (2.112, 3.112, 5.682)  0.26
C (7.029, 5.451, 4.991)  -1.40
C (6.481, 4.395, 4.044)  0.72
C (7.601, 3.646, 3.340)  -1.27
O (5.643, 5.018, 3.072)  -0.53
H (7.617, 6.196, 4.445)  0.35
H (6.213, 5.989, 5.481)  0.35
H (7.663, 5.001, 5.759)  0.37
H (5.860, 3.688, 4.602)  0.10
H (8.209, 4.329, 2.738)  0.33
H (7.193, 2.899, 2.655)  0.30
H (8.252, 3.143, 4.060)  0.38
H (6.182, 5.646, 2.573)  0.33
C (-3.265, -1.822, 1.537)  -0.50
C (-2.629, -3.089, 2.076)  0.35
C (-1.663, -2.772, 3.200)  -0.99
O (-1.929, -3.760, 1.030)  -0.56
H (-2.505, -1.145, 1.136)  -0.06
H (-3.948, -2.055, 0.715)  0.02
H (-3.823, -1.296, 2.317)  0.40
H (-3.409, -3.768, 2.431)  0.29
H (-0.853, -2.129, 2.843)  0.03
H (-1.198, -3.685, 3.581)  0.33
H (-2.170, -2.268, 4.027)  0.36
H (-1.237, -3.167, 0.706)  0.35
C (-4.803, -0.996, -2.363)  -1.24
C (-5.465, -2.197, -3.020)  0.32
C (-5.541, -3.378, -2.065)  -1.21
O (-4.724, -2.571, -4.180)  -0.58
H (-3.776, -1.231, -2.064)  0.27
H (-4.745, -0.159, -3.063)  0.33
H (-5.359, -0.675, -1.478)  0.39
H (-6.471, -1.926, -3.350)  0.25
H (-4.539, -3.695, -1.756)  0.29
H (-6.008, -4.237, -2.554)  0.33
H (-6.118, -3.127, -1.172)  0.38
H (-3.830, -2.812, -3.897)  0.30
C (-4.128, -4.021, -8.136)  -1.20
C (-3.559, -2.620, -7.974)  0.45
C (-2.084, -2.660, -7.605)  -1.22
O (-4.283, -1.929, -6.961)  -0.47
H (-4.049, -4.585, -7.201)  0.29
H (-5.190, -3.977, -8.390)  0.31
H (-3.603, -4.573, -8.921)  0.38
H (-3.690, -2.061, -8.905)  0.33
H (-1.935, -3.177, -6.651)  0.29
H (-1.692, -1.647, -7.481)  0.30
H (-1.498, -3.171, -8.373)  0.38
H (-4.174, -2.417, -6.130)  0.35

***

Entry 3:
Below is a 2-piece molecular cluster, C14H32Cl2IN4O9P3S overall, with properties calculated with ωB97M-V/def2-TZVPD.

Its energy above the lowest of the compared OMol25 structures with the same formula, charge and spin is 284.28 kcal per mole. The total charge is 0. Its HOMO-LUMO gap is 5.59 eV. Its LUMO energy is -2.40 eV. As for the largest force on an atom: 9.338 eV/A. As for the calculated total energy: -4088.50007 Ha.

Each line ends with the Mulliken charge.
Atoms and positions in Å:
C (2.904, 2.327, -1.235)  -0.92
C (1.739, 1.163, -1.504)  -0.09
P (1.177, 0.495, 0.194)  0.00
C (2.574, -0.434, 1.105)  -0.33
C (3.294, 0.410, 2.317)  -0.57
N (-0.344, -0.429, 0.114)  0.54
C (-1.497, 0.196, -0.640)  -0.79
N (-2.304, 1.277, -0.382)  0.54
C (-2.098, 2.110, 0.865)  -0.15
C (-2.949, 3.549, 0.838)  -1.00
C (-2.318, 4.650, -0.202)  -0.79
I (-4.052, 5.841, -0.935)  0.03
P (-3.637, 1.669, -1.556)  0.29
N (-2.898, 2.196, -3.093)  -0.55
O (-4.608, 0.198, -1.780)  -0.52
N (-1.663, -0.715, -1.836)  -0.14
C (-1.560, -2.096, -1.179)  -0.81
C (-0.269, -1.919, -0.131)  0.34
C (-0.217, -2.951, 1.168)  -1.09
C (-1.208, -2.522, 2.402)  -0.74
C (-0.413, -1.739, 3.649)  -0.40
C (-1.120, -0.225, 3.702)  0.10
S (-0.170, 1.005, 4.748)  0.96
O (-1.209, 1.916, 5.512)  -0.59
O (0.551, 1.989, 3.747)  -0.48
Cl (1.233, 0.108, 6.015)  -0.17
P (1.155, -2.632, -1.217)  0.30
O (1.150, -1.922, -2.816)  -0.44
O (0.771, -4.334, -1.498)  -0.56
H (2.747, 2.910, -0.228)  0.26
H (2.991, 3.068, -2.156)  0.34
H (3.963, 1.795, -1.158)  0.28
H (2.271, 0.345, -2.172)  0.11
H (0.863, 1.671, -2.113)  0.15
H (3.427, -0.632, 0.293)  0.46
H (2.284, -1.496, 1.518)  0.21
H (3.335, 1.551, 2.057)  0.23
H (2.740, 0.147, 3.314)  0.02
H (4.412, 0.012, 2.437)  0.35
H (-0.974, 2.252, 1.160)  0.24
H (-2.597, 1.493, 1.756)  0.10
H (-2.794, 3.999, 1.932)  0.38
H (-4.111, 3.382, 0.733)  0.50
H (-1.750, 4.194, -1.120)  0.32
H (-1.610, 5.361, 0.439)  0.44
H (-1.959, 1.743, -3.157)  0.28
H (-3.534, 1.909, -3.871)  0.32
H (-4.607, 0.002, -2.763)  0.31
H (-1.063, -0.547, -2.673)  0.34
H (-1.454, -3.006, -1.912)  0.45
H (-2.460, -2.277, -0.437)  0.26
H (0.879, -3.165, 1.547)  0.39
H (-0.621, -4.001, 0.770)  0.42
H (-2.124, -1.893, 2.031)  0.31
H (-1.624, -3.521, 2.906)  0.38
H (-0.510, -2.303, 4.673)  0.32
H (0.707, -1.592, 3.346)  0.30
H (-1.073, 0.165, 2.582)  -0.49
H (-2.251, -0.353, 4.015)  0.44
H (2.141, -1.777, -3.014)  0.31
H (1.380, -4.919, -0.933)  0.38
O (5.586, -2.413, -5.465)  -0.66
Cl (4.192, -2.739, -5.235)  1.71
O (3.359, -1.957, -6.127)  -0.68
O (3.846, -2.437, -3.860)  -0.77
O (3.979, -4.151, -5.487)  -0.66

***

Entry 4:
Below is a 4-piece molecular cluster, C12H29FN3O5 overall, with properties calculated with ωB97M-V/def2-TZVPD.

The total charge is +1. Its HOMO-LUMO gap is 9.88 eV. Its LUMO energy is -2.76 eV. As for the largest force on an atom: 0.778 eV/A. As for the calculated total energy: -1114.72062 Ha.

Each line ends with the Mulliken charge.
Atoms and positions in Å:
N (-1.276, -3.083, -0.594)  -0.57
C (-0.914, -1.735, -0.170)  1.49
C (-2.118, -1.049, 0.510)  -0.21
O (-2.387, 0.102, 0.339)  -0.44
N (-2.911, -1.842, 1.380)  -0.01
C (-2.363, -2.485, 2.512)  0.44
O (-2.321, -2.062, 3.607)  -0.39
F (-1.818, -3.675, 2.207)  -0.20
C (-0.345, -0.865, -1.306)  -1.28
C (0.508, 0.118, -0.545)  -0.36
N (1.315, -0.824, 0.312)  0.01
C (0.285, -1.778, 0.852)  -0.94
H (-2.276, -3.201, -0.698)  0.28
H (-0.861, -3.300, -1.493)  0.29
H (-3.904, -1.912, 1.220)  0.29
H (-1.115, -0.437, -1.947)  0.33
H (0.299, -1.521, -1.907)  0.66
H (1.106, 0.856, -1.075)  0.52
H (-0.088, 0.668, 0.184)  0.01
H (2.073, -1.298, -0.217)  0.37
H (1.767, -0.269, 1.040)  0.40
H (0.682, -2.781, 0.988)  0.23
H (0.018, -1.400, 1.843)  0.30
C (4.631, -4.406, -0.889)  -1.09
C (4.519, -2.951, -1.283)  -0.28
O (3.584, -2.240, -0.439)  -0.59
H (3.660, -4.899, -0.949)  0.28
H (5.324, -4.924, -1.552)  0.35
H (5.004, -4.509, 0.132)  0.35
H (4.133, -2.843, -2.294)  0.32
H (5.488, -2.452, -1.234)  0.26
H (3.909, -2.306, 0.467)  0.24
C (-2.511, 4.306, -1.610)  -0.89
C (-2.830, 3.116, -2.491)  -0.26
O (-1.871, 2.075, -2.322)  -0.46
H (-1.509, 4.676, -1.832)  0.25
H (-3.222, 5.120, -1.753)  0.41
H (-2.540, 4.007, -0.559)  0.16
H (-2.781, 3.387, -3.544)  0.28
H (-3.835, 2.739, -2.284)  0.27
H (-1.870, 1.765, -1.409)  0.20
C (-0.001, 4.614, 2.474)  -1.28
C (-0.354, 3.454, 1.570)  0.10
O (0.579, 2.366, 1.706)  -0.48
H (1.001, 4.980, 2.252)  0.31
H (-0.708, 5.433, 2.341)  0.37
H (-0.028, 4.313, 3.524)  0.37
H (-0.311, 3.756, 0.525)  0.10
H (-1.366, 3.092, 1.778)  0.24
H (0.549, 2.099, 2.632)  0.29